Below is the ion C9H17N4 with charge +1 at a distorted geometry, with properties calculated with ωB97M-V/def2-TZVPD.

- Energy above the lowest of the compared OMol25 structures with the same formula, charge and spin: 124.9 kcal per mole
- Total energy: -571.6939 a.u.
- E_LUMO (spin up / spin down): -4.2046 / -4.6728 eV
- Total charge: +1

```
30
C9H17N4 (ωB97M-V/def2-TZVPD)
C -3.10 -1.48 -0.16
C -1.84 0.05 0.59
C -1.40 1.41 0.97
C -0.38 2.12 -1.24
C 0.12 -0.54 -0.69
C 2.52 -0.20 -0.75
C 1.52 -2.27 0.17
C 1.36 -0.10 1.55
C 1.35 -0.66 0.17
N -3.09 -0.34 0.57
N -1.92 -1.72 -0.73
N -1.11 -0.76 -0.21
N -1.52 2.27 -0.39
H -3.81 -2.21 -0.41
H -2.16 1.96 1.55
H -0.43 1.37 1.20
H 0.35 2.78 -1.02
H -0.56 1.54 -2.07
H 0.06 -0.87 -1.74
H 3.45 -0.85 -0.57
H 2.81 0.90 -0.49
H 2.33 -0.11 -1.72
H 2.46 -2.36 0.73
H 0.56 -2.64 0.66
H 1.78 -2.58 -0.74
H 0.49 -0.34 2.03
H 1.74 0.98 1.47
H 2.21 -0.52 2.21
H -2.27 1.91 -0.94
H -1.50 3.25 0.00
```

Below is a cluster of 6 separate species, C9H26N5O13P2 in total, with properties calculated with ωB97M-V/def2-TZVPD.

- Energy above the lowest of the compared OMol25 structures with the same formula, charge and spin: 0.0 kcal per mole
- Total energy: -2292.7824 a.u.
- E_LUMO: 2.0973 eV
- Total charge: -1

```
55
C9H26N5O13P2 (ωB97M-V/def2-TZVPD)
C 2.78 -0.94 2.31
C 2.14 -0.76 0.93
P 0.86 0.61 0.73
C 2.02 2.02 1.04
C -0.14 0.71 2.18
P -1.39 -0.44 2.38
O -2.20 -0.47 3.62
O -0.93 -2.02 2.10
O -2.30 -0.29 1.00
H 2.95 -1.99 2.54
H 2.13 -0.54 3.10
H 3.74 -0.44 2.38
H 2.91 -0.51 0.19
H 1.69 -1.69 0.58
H 2.88 1.98 0.37
H 1.46 2.94 0.86
H 2.35 2.02 2.09
H 0.42 0.73 3.12
H -0.59 -2.11 1.20
H -2.57 -1.18 0.72
C 4.53 4.44 3.30
N 4.79 2.98 3.38
O 5.85 2.56 2.95
O 3.90 2.31 3.85
H 5.40 4.92 2.86
H 3.64 4.56 2.70
H 4.35 4.79 4.32
C -2.38 1.42 -1.28
N -3.03 0.55 -2.30
O -3.90 1.03 -3.01
O -2.64 -0.59 -2.38
H -2.82 2.41 -1.36
H -2.53 0.97 -0.30
H -1.31 1.40 -1.48
C -1.74 -5.12 -0.79
N -0.91 -3.90 -1.03
O 0.17 -4.02 -1.56
O -1.41 -2.84 -0.68
H -1.18 -5.98 -1.15
H -1.93 -5.16 0.28
H -2.66 -4.94 -1.33
C -4.96 -2.50 -2.00
N -5.59 -3.85 -1.93
O -6.77 -3.97 -2.16
O -4.84 -4.77 -1.63
H -5.73 -1.78 -2.26
H -4.53 -2.31 -1.02
H -4.17 -2.53 -2.73
C 2.07 3.05 -4.17
N 1.97 3.35 -2.71
O 1.08 2.81 -2.09
O 2.80 4.12 -2.26
H 1.27 2.35 -4.42
H 1.97 3.99 -4.70
H 3.05 2.62 -4.34
```